No. 1
Below is C46H34F5InNO4P2S3 as an isolated structure, with properties calculated with the ωB97M-V functional and the def2-TZVPD basis.

```
96
Properties=species:S:1:pos:R:3:lowdin_charge:R:1
In 1.3203 2.2803 0.9528 0.328
C -0.8165 3.0914 4.8419 -0.142
C -0.5884 2.7154 3.3915 -0.759
S 0.6692 1.4834 3.1739 0.626
C -1.2810 3.2813 2.3900 -0.760
C -2.3183 4.3477 2.6264 -0.128
S -1.0846 2.8950 0.6750 0.594
H -0.1496 2.5241 5.4878 0.046
H -1.8438 2.8790 5.1499 0.068
H -0.6232 4.1524 5.0186 0.076
H -2.4167 4.6081 3.6791 0.060
H -3.2953 4.0114 2.2670 0.063
H -2.0628 5.2483 2.0638 0.071
F 1.0545 3.2792 -5.9346 0.108
C 1.2775 3.5159 -4.6360 -0.146
C 1.0803 2.5247 -3.6961 -0.141
F 0.6684 1.3161 -4.0842 0.119
C 1.3148 2.7898 -2.3596 -0.209
F 1.0902 1.7648 -1.5055 0.001
C 1.7612 4.0191 -1.8848 -0.513
S 2.1355 4.4062 -0.2235 0.697
C 1.9418 4.9927 -2.8714 -0.246
F 2.3677 6.2140 -2.5284 0.074
C 1.7100 4.7590 -4.2119 -0.147
F 1.9057 5.7316 -5.1113 0.108
O -0.6958 -2.8847 0.1638 -0.034
C -2.0416 -3.1052 -0.0373 -0.225
C -2.6647 -4.3415 -0.2116 -0.017
C -4.0337 -4.4104 -0.4257 -0.090
C -4.8050 -3.2645 -0.4777 -0.089
C -4.1790 -2.0409 -0.3197 -0.081
C -2.8106 -1.9325 -0.1009 -0.273
P -2.0416 -0.2395 0.0710 1.101
C -3.1117 0.2887 1.4694 -0.385
C -4.2879 1.0300 1.4501 -0.101
C -4.9483 1.3443 2.6316 -0.096
C -4.4432 0.9241 3.8524 -0.099
C -3.2702 0.1816 3.8853 -0.085
C -2.6130 -0.1263 2.7060 -0.117
C -2.7091 0.4044 -1.5203 -0.369
C -2.2977 -0.3463 -2.6286 -0.108
C -2.6492 0.0146 -3.9167 -0.090
C -3.4133 1.1551 -4.1338 -0.100
C -3.8033 1.9244 -3.0506 -0.088
C -3.4517 1.5563 -1.7560 -0.107
C 0.3749 -3.7469 0.1552 -0.227
C 0.3198 -5.1360 0.2771 -0.017
C 1.4817 -5.8924 0.2399 -0.087
C 2.7166 -5.2880 0.0905 -0.086
C 2.7685 -3.9081 0.0082 -0.079
C 1.6235 -3.1191 0.0506 -0.265
P 1.8524 -1.2688 0.0160 1.139
C 3.0006 -1.2528 1.4535 -0.377
C 4.3863 -1.1435 1.4775 -0.102
C 5.0716 -1.1252 2.6861 -0.079
C 4.3853 -1.2278 3.8856 -0.088
C 3.0024 -1.3476 3.8740 -0.087
C 2.3199 -1.3539 2.6697 -0.153
C 2.7491 -1.1878 -1.5879 -0.356
C 3.9846 -0.6142 -1.8714 -0.084
C 4.4537 -0.5640 -3.1800 -0.079
C 3.6978 -1.0708 -4.2240 -0.099
C 2.4525 -1.6251 -3.9563 -0.093
C 1.9861 -1.6751 -2.6551 -0.110
H -2.1261 -5.2670 -0.2027 0.075
H -4.4892 -5.3845 -0.5550 0.100
H -5.8719 -3.3204 -0.6508 0.099
H -4.7635 -1.1294 -0.3747 0.106
H -4.7147 1.3645 0.5140 0.083
H -5.8613 1.9266 2.5935 0.098
H -4.9549 1.1795 4.7722 0.095
H -2.8536 -0.1397 4.8320 0.104
H -1.6783 -0.6760 2.7416 0.089
H -1.6877 -1.2310 -2.4736 0.100
H -2.3140 -0.5853 -4.7537 0.101
H -3.6840 1.4488 -5.1402 0.096
H -4.3761 2.8305 -3.2063 0.099
H -3.7261 2.2110 -0.9413 0.073
H -0.6020 -5.6603 0.4250 0.079
H 1.4044 -6.9686 0.3338 0.101
H 3.6251 -5.8754 0.0608 0.100
H 3.7301 -3.4163 -0.0800 0.108
H 4.9537 -1.0617 0.5631 0.087
H 6.1484 -1.0107 2.6813 0.104
H 4.9224 -1.1951 4.8252 0.097
H 2.4494 -1.4064 4.8030 0.103
H 1.2358 -1.4098 2.6695 0.083
H 4.5696 -0.1426 -1.0975 0.071
H 5.4143 -0.1042 -3.3779 0.102
H 4.0639 -1.0157 -5.2417 0.096
H 1.8368 -2.0020 -4.7636 0.101
H 1.0049 -2.0977 -2.4592 0.099
O 3.6418 2.5863 1.9267 -0.057
N 4.0788 1.9424 0.9599 -0.533
O 5.2561 1.7641 0.7292 0.066
O 3.1947 1.4309 0.1568 -0.187
```

As for the gap between HOMO and LUMO: 6.803 eV. The total charge is -1.



No. 2
Below is a 2-piece molecular cluster, C4H9NO overall, with properties calculated with the ωB97M-V functional and the def2-TZVPD basis.

```
15
Properties=species:S:1:pos:R:3:lowdin_charge:R:1
C -0.0477 1.6922 -0.5073 -0.068
C 0.2014 0.4473 0.3353 -0.451
C 1.5271 0.2609 0.8023 0.065
H -0.5818 0.4227 1.1246 0.133
H -1.0726 1.6778 -0.8733 0.069
H 0.6300 1.7340 -1.3621 0.078
H 0.0905 2.5857 0.1046 0.082
H 1.8222 -0.6442 1.3157 0.051
H 2.3084 0.9827 0.6007 0.063
C 0.0525 -2.0036 -0.3209 -0.026
O -2.2966 -0.5877 0.3036 -0.124
N -0.3738 -0.8138 -0.4224 -0.017
H -2.6319 -0.6240 -0.6022 0.001
H -0.5756 -2.8048 -0.7058 0.078
H 0.9480 -2.3253 0.2071 0.067
```

As for the gap between HOMO and LUMO (spin up / spin down): 9.038 / 7.925 eV. The total charge is 0.



No. 3
Below is an isolated molecule of CH4NOPS, with properties calculated with the ωB97M-V functional and the def2-TZVPD basis.

```
9
Properties=species:S:1:pos:R:3:lowdin_charge:R:1
C -0.2981 -0.9082 0.0034 -0.434
N 1.2611 1.3903 -0.1238 -0.649
O 0.9930 -1.0668 0.5413 -0.614
P -0.2670 0.9873 -0.0435 0.704
S 2.0820 -0.0979 -0.2964 0.762
H -0.6539 -1.5020 -0.9076 0.100
H -0.9340 -1.4224 0.8705 0.129
H -1.0867 1.3232 1.0977 0.013
H -1.0963 1.2966 -1.1417 -0.012
```

As for the gap between HOMO and LUMO: 8.190 eV. The total charge is 0.



No. 4
Below is an isolated molecule of CH2O2S2, with properties calculated with the ωB97M-V functional and the def2-TZVPD basis.

```
7
Properties=species:S:1:pos:R:3:lowdin_charge:R:1
O -0.6061 -1.9467 -0.0954 -0.035
C -0.4205 -0.7787 0.0679 -1.092
S 1.2650 -0.2013 0.3384 0.845
S -1.5603 0.5199 -0.0037 0.962
O -0.5987 1.8094 0.3761 -0.492
H 1.8686 -1.0578 -0.3449 -0.168
H 0.0520 1.6551 -0.3384 -0.020
```

As for the gap between HOMO and LUMO: 10.150 eV. As for the SMILES: O=C(S)SO. The total charge is 0.



Here are the calculated F_max numbers, same order: 0.60 2.69 3.22 3.46 (eV Å⁻¹).
Here are the calculated energy above the lowest of the compared OMol25 structures with the same formula, charge and spin numbers, same order: 93.0 599.7 213.1 36.2 (kJ/mol).
Here are the calculated energy numbers, same order: -127778.2224 -7826.1050 -24760.2866 -26833.6781 (eV).